# 1
ORCA calculation (ωB97M-V with the def2-TZVPD basis set) on 12 unconnected molecules or ions with the total composition C68H132N12O4 at a distorted geometry.

Calculated values
total charge = 0
max |F| = 5.7 eV/Å
orbital gap = 8.85 eV
HOMO = -8.57 eV
SMILES = CC1(C)CCCC(C)(C)N1O.CC1(C)CCCC(C)(C)N1O.CC1(C)CCCC(C)(C)N1O.CC1(C)CCCC(C)(C)N1O.CCCC#N.CCCC#N.CCCC#N.CCCC#N.CCCC#N.CCCC#N.CCCC#N.CCCC#N
calculated total energy = -98722.1928 eV

Each line ends with the Löwdin charge.
Positions of all 216 atoms, in Å:
C (0.85, -27.05, -0.45)  -0.03
C (-0.06, -26.17, -1.29)  -0.52
C (0.69, -25.16, -2.09)  -0.15
C (-0.16, -24.42, -3.09)  -0.16
C (-0.91, -25.40, -4.00)  -0.15
C (-1.65, -26.45, -3.31)  -0.49
N (-0.67, -27.10, -2.32)  -0.03
O (-1.51, -27.97, -1.51)  -0.08
C (-2.99, -25.95, -2.65)  -0.03
C (-2.14, -27.60, -4.19)  -0.05
C (-1.06, -25.51, -0.36)  -0.03
H (1.46, -27.71, -1.07)  0.07
H (0.31, -27.66, 0.30)  0.10
H (1.56, -26.52, 0.20)  0.07
H (1.04, -24.42, -1.35)  0.12
H (1.48, -25.68, -2.63)  0.12
H (0.48, -23.78, -3.67)  0.09
H (-0.87, -23.77, -2.55)  0.12
H (-0.22, -25.80, -4.76)  0.13
H (-1.59, -24.80, -4.62)  0.13
H (-3.68, -25.84, -3.49)  0.09
H (-3.36, -26.63, -1.91)  0.07
H (-2.95, -24.93, -2.27)  0.06
H (-1.35, -28.31, -4.41)  0.07
H (-2.93, -28.22, -3.71)  0.09
H (-2.59, -27.29, -5.13)  0.08
H (-1.64, -24.68, -0.76)  0.06
H (-0.57, -25.04, 0.50)  0.07
H (-1.81, -26.21, 0.01)  0.09
H (-1.04, -28.82, -1.59)  0.05
C (10.67, -27.18, -5.15)  -0.04
C (9.96, -28.14, -6.08)  -0.56
C (10.93, -29.07, -6.68)  -0.15
C (10.25, -30.23, -7.39)  -0.18
C (9.29, -30.98, -6.49)  -0.12
C (8.33, -30.07, -5.79)  -0.54
N (9.10, -28.96, -5.18)  -0.05
O (8.17, -28.07, -4.56)  -0.07
C (7.13, -29.63, -6.65)  -0.03
C (7.69, -30.77, -4.63)  -0.05
C (9.25, -27.33, -7.12)  -0.03
H (10.09, -26.30, -4.94)  0.06
H (11.59, -26.82, -5.66)  0.10
H (10.97, -27.68, -4.22)  0.09
H (11.54, -28.55, -7.40)  0.12
H (11.62, -29.49, -5.96)  0.12
H (11.05, -30.86, -7.75)  0.11
H (9.82, -29.90, -8.28)  0.09
H (9.92, -31.48, -5.76)  0.12
H (8.71, -31.64, -7.16)  0.14
H (6.73, -28.66, -6.31)  0.09
H (7.31, -29.60, -7.73)  0.08
H (6.36, -30.37, -6.51)  0.07
H (8.38, -30.86, -3.79)  0.08
H (6.83, -30.22, -4.27)  0.06
H (7.24, -31.72, -4.94)  0.10
H (9.98, -26.80, -7.72)  0.09
H (8.58, -26.62, -6.67)  0.08
H (8.70, -27.92, -7.85)  0.07
H (8.50, -28.15, -3.65)  0.03
C (5.26, -20.27, -1.90)  -0.06
C (3.85, -20.41, -2.38)  -0.53
C (2.94, -19.43, -1.74)  -0.14
C (1.56, -19.23, -2.40)  -0.17
C (1.78, -18.93, -3.85)  -0.16
C (2.63, -19.94, -4.55)  -0.54
N (3.93, -20.00, -3.84)  -0.05
O (4.75, -21.00, -4.46)  -0.07
C (1.90, -21.30, -4.66)  -0.02
C (2.94, -19.57, -5.98)  -0.04
C (3.46, -21.85, -2.05)  -0.03
H (5.73, -19.40, -2.38)  0.09
H (5.87, -21.09, -2.26)  0.07
H (5.38, -20.32, -0.82)  0.08
H (2.79, -19.67, -0.67)  0.12
H (3.41, -18.44, -1.84)  0.13
H (1.15, -18.40, -1.79)  0.12
H (0.91, -20.09, -2.27)  0.10
H (2.20, -17.93, -3.99)  0.13
H (0.79, -18.86, -4.34)  0.13
H (1.13, -21.12, -5.41)  0.09
H (2.59, -22.03, -5.03)  0.08
H (1.55, -21.63, -3.72)  0.03
H (2.00, -19.41, -6.51)  0.08
H (3.50, -18.63, -5.96)  0.10
H (3.42, -20.34, -6.57)  0.08
H (2.39, -22.14, -2.02)  0.08
H (3.80, -22.06, -1.03)  0.06
H (4.01, -22.49, -2.75)  0.08
H (5.53, -20.48, -4.73)  0.03
C (2.04, -23.71, 1.55)  -0.04
C (2.74, -22.94, 2.67)  -0.49
C (1.76, -22.26, 3.54)  -0.16
C (1.04, -23.30, 4.33)  -0.19
C (1.92, -24.13, 5.26)  -0.12
C (3.03, -24.80, 4.42)  -0.51
N (3.64, -23.72, 3.60)  -0.06
O (4.58, -24.38, 2.79)  -0.09
C (4.17, -25.29, 5.29)  -0.04
C (2.55, -26.01, 3.62)  -0.02
C (3.71, -21.94, 1.98)  -0.03
H (1.38, -23.01, 1.02)  0.09
H (1.31, -24.48, 1.78)  0.05
H (2.75, -23.98, 0.78)  0.07
H (2.24, -21.54, 4.18)  0.13
H (1.01, -21.67, 2.98)  0.13
H (0.52, -24.04, 3.74)  0.10
H (0.27, -22.92, 5.01)  0.12
H (1.36, -24.91, 5.81)  0.13
H (2.31, -23.52, 6.09)  0.12
H (4.95, -25.59, 4.65)  0.05
H (4.61, -24.51, 5.91)  0.09
H (3.91, -26.16, 5.90)  0.09
H (2.49, -26.89, 4.26)  0.09
H (1.57, -25.80, 3.19)  0.06
H (3.25, -26.22, 2.84)  0.07
H (4.40, -21.65, 2.76)  0.08
H (3.26, -21.03, 1.52)  0.09
H (4.30, -22.33, 1.19)  0.04
H (5.40, -24.08, 3.23)  0.05
C (8.78, -31.68, -0.11)  -0.11
C (10.15, -31.47, -0.76)  -0.24
C (10.70, -30.04, -0.65)  -0.17
C (9.71, -29.10, -1.20)  -0.21
N (8.92, -28.41, -1.61)  0.21
H (8.65, -32.74, -0.06)  0.06
H (8.00, -31.13, -0.59)  0.05
H (8.81, -31.49, 0.94)  0.06
H (10.10, -31.70, -1.84)  0.11
H (10.84, -32.18, -0.27)  0.11
H (11.66, -29.99, -1.19)  0.12
H (10.93, -29.75, 0.37)  0.11
C (8.80, -26.00, 3.27)  -0.11
C (7.79, -26.77, 2.44)  -0.24
C (8.10, -28.31, 2.51)  -0.17
C (7.20, -29.03, 1.66)  -0.26
N (6.45, -29.61, 1.02)  0.17
H (9.74, -25.97, 2.73)  0.07
H (8.90, -26.43, 4.29)  0.09
H (8.51, -24.97, 3.43)  0.02
H (7.85, -26.44, 1.40)  0.09
H (6.81, -26.57, 2.83)  0.10
H (7.94, -28.68, 3.54)  0.13
H (9.16, -28.39, 2.24)  0.11
C (10.69, -20.17, -1.68)  -0.11
C (9.51, -19.70, -2.52)  -0.23
C (9.40, -20.66, -3.71)  -0.19
C (8.27, -20.33, -4.58)  -0.19
N (7.37, -20.02, -5.21)  0.18
H (11.61, -20.29, -2.26)  0.07
H (10.39, -21.10, -1.20)  0.04
H (10.98, -19.55, -0.82)  0.08
H (9.67, -18.72, -2.92)  0.10
H (8.57, -19.74, -1.94)  0.10
H (9.25, -21.66, -3.36)  0.07
H (10.36, -20.63, -4.25)  0.12
C (11.45, -25.55, -0.38)  -0.09
C (11.11, -24.97, -1.73)  -0.28
C (12.26, -24.32, -2.51)  -0.17
C (12.81, -23.17, -1.79)  -0.25
N (13.37, -22.29, -1.35)  0.16
H (11.89, -24.77, 0.24)  0.07
H (12.07, -26.45, -0.42)  0.08
H (10.48, -25.84, -0.01)  0.05
H (10.28, -24.24, -1.67)  0.06
H (10.66, -25.72, -2.36)  0.08
H (11.85, -23.90, -3.44)  0.08
H (13.08, -25.03, -2.66)  0.12
C (9.33, -23.36, -6.08)  -0.11
C (9.86, -22.62, -7.29)  -0.25
C (11.31, -22.99, -7.58)  -0.16
C (12.16, -22.75, -6.36)  -0.22
N (12.82, -22.67, -5.46)  0.17
H (9.23, -24.43, -6.21)  0.05
H (8.30, -23.05, -5.96)  0.07
H (9.95, -23.22, -5.22)  0.04
H (9.77, -21.56, -7.19)  0.09
H (9.19, -22.72, -8.15)  0.12
H (11.69, -22.49, -8.49)  0.12
H (11.44, -24.05, -7.83)  0.11
C (3.93, -30.17, -2.76)  -0.10
C (3.20, -29.06, -3.49)  -0.27
C (1.83, -29.51, -3.97)  -0.17
C (0.99, -30.01, -2.87)  -0.22
N (0.34, -30.40, -2.02)  0.18
H (4.10, -31.02, -3.42)  0.08
H (3.32, -30.54, -1.93)  0.08
H (4.91, -29.81, -2.42)  0.07
H (3.76, -28.76, -4.37)  0.11
H (3.18, -28.20, -2.83)  0.08
H (1.95, -30.32, -4.72)  0.13
H (1.29, -28.67, -4.41)  0.11
C (5.63, -25.79, -0.46)  -0.08
C (5.17, -25.70, -1.93)  -0.23
C (6.34, -25.93, -2.91)  -0.16
C (7.31, -24.79, -2.91)  -0.15
N (8.15, -24.01, -2.95)  0.18
H (6.06, -26.76, -0.20)  0.06
H (4.77, -25.49, 0.15)  0.06
H (6.41, -25.06, -0.21)  0.06
H (4.74, -24.73, -2.13)  0.09
H (4.44, -26.50, -2.10)  0.09
H (5.89, -26.06, -3.90)  0.12
H (6.88, -26.84, -2.61)  0.09
C (8.86, -22.75, 0.47)  -0.10
C (7.85, -21.69, 0.86)  -0.23
C (7.89, -21.28, 2.33)  -0.19
C (7.55, -22.25, 3.25)  -0.22
N (7.22, -23.09, 3.98)  0.19
H (8.91, -23.00, -0.61)  0.05
H (8.67, -23.65, 1.05)  0.06
H (9.85, -22.40, 0.72)  0.07
H (6.85, -22.11, 0.69)  0.10
H (7.93, -20.82, 0.20)  0.10
H (7.32, -20.37, 2.54)  0.14
H (8.91, -21.00, 2.60)  0.14



# 2
ORCA calculation (ωB97M-V with the def2-TZVPD basis set) on 2 unconnected molecules or ions with the total composition N3O3S at a distorted geometry.

Calculated values
total charge = -1
max |F| = 2.2 eV/Å
orbital gap (alpha / beta) = 7.24 / 7.24 eV
ΔE to the lowest compared entry with this formula, charge and spin = 238.62 kJ/mol
HOMO (alpha / beta) = -3.89 / -3.90 eV
calculated total energy = -21442.8327 eV

Each line ends with the natural charge from an NBO analysis.
Positions of all 7 atoms, in Å:
N (-1.45, -0.66, -0.13)  -0.27
N (1.45, 1.34, 0.24)  0.30
N (-0.34, -1.02, 0.07)  0.44
O (0.85, 0.41, 0.82)  -0.45
O (1.58, 1.39, -0.98)  -0.48
O (0.26, -2.07, -0.04)  -0.41
S (-2.35, 0.62, 0.01)  -0.13



# 3
ORCA calculation (ωB97M-V with the def2-TZVPD basis set) on 6 unconnected molecules or ions with the total composition C24H59BClFO16PS5 at a distorted geometry.

Calculated values
total charge = -1
max |F| = 4.8 eV/Å
orbital gap = 4.78 eV
ΔE to the lowest compared entry with this formula, charge and spin = 52.38 kJ/mol
HOMO = -3.13 eV
calculated total energy = -137985.6464 eV

Each line ends with the Löwdin charge.
Positions of all 108 atoms, in Å:
C (-1.73, 0.22, -0.12)  -0.21
C (-0.83, 0.62, -1.32)  -0.45
P (-0.26, -0.94, -2.17)  1.01
C (1.61, -0.95, -2.34)  -0.45
C (2.19, -0.49, -3.68)  -0.18
B (-1.18, -1.29, -3.86)  -0.71
C (-1.45, -2.93, -3.94)  -0.24
C (-0.33, -3.57, -4.77)  -0.30
C (-0.11, -5.07, -4.49)  -0.57
Cl (-0.26, -6.09, -5.98)  0.46
C (-2.60, -0.44, -3.98)  -0.13
C (-3.23, -0.55, -5.32)  -0.53
O (-3.08, -1.37, -6.11)  0.18
F (-4.11, 0.47, -5.61)  0.02
H (-1.71, 1.00, 0.65)  0.05
H (-1.40, -0.71, 0.33)  0.03
H (-2.75, 0.04, -0.45)  0.05
H (-1.42, 1.28, -1.94)  0.04
H (-0.01, 1.20, -0.89)  0.05
H (2.00, -0.33, -1.54)  0.05
H (1.93, -1.98, -2.16)  0.04
H (1.68, -0.89, -4.55)  0.03
H (3.22, -0.84, -3.74)  0.05
H (2.27, 0.60, -3.71)  0.06
H (-0.52, -0.97, -4.83)  0.07
H (-1.41, -3.33, -2.92)  0.06
H (-2.42, -3.16, -4.37)  0.08
H (-0.55, -3.45, -5.83)  0.09
H (0.61, -3.06, -4.57)  0.08
H (-0.77, -5.44, -3.71)  0.06
H (0.90, -5.22, -4.14)  0.05
H (-3.31, -0.75, -3.21)  0.11
H (-2.36, 0.62, -3.84)  0.08
O (5.48, 0.08, -5.38)  -0.28
S (6.20, -0.95, -6.06)  0.57
O (6.36, -2.25, -5.49)  -0.27
O (7.64, -0.38, -6.45)  -0.26
C (8.47, 0.14, -5.40)  -0.26
C (9.06, -0.95, -4.53)  -0.08
C (5.56, -1.12, -7.69)  -0.11
H (7.91, 0.87, -4.81)  0.11
H (9.28, 0.69, -5.89)  0.12
H (8.28, -1.48, -3.98)  0.07
H (9.75, -0.53, -3.80)  0.08
H (9.58, -1.69, -5.14)  0.08
H (5.47, -0.13, -8.14)  0.07
H (4.59, -1.59, -7.60)  0.08
H (6.23, -1.75, -8.26)  0.07
O (-3.10, -3.82, 3.73)  -0.27
S (-3.21, -2.42, 4.00)  0.57
O (-2.77, -1.45, 3.06)  -0.27
O (-2.55, -2.12, 5.42)  -0.28
C (-1.18, -2.50, 5.63)  -0.25
C (-0.21, -1.60, 4.89)  -0.07
C (-4.88, -2.05, 4.43)  -0.11
H (-1.03, -3.55, 5.35)  0.12
H (-1.00, -2.43, 6.70)  0.11
H (-0.32, -1.69, 3.81)  0.07
H (0.82, -1.85, 5.15)  0.08
H (-0.40, -0.55, 5.15)  0.08
H (-5.22, -2.77, 5.18)  0.07
H (-5.48, -2.13, 3.53)  0.08
H (-4.92, -1.04, 4.82)  0.06
O (-2.82, -2.55, 9.91)  -0.27
S (-1.92, -1.44, 9.89)  0.57
O (-0.53, -1.62, 9.62)  -0.28
O (-2.09, -0.62, 11.25)  -0.26
C (-1.91, -1.32, 12.49)  -0.26
C (-0.46, -1.64, 12.77)  -0.08
C (-2.55, -0.21, 8.79)  -0.11
H (-2.53, -2.22, 12.49)  0.11
H (-2.30, -0.66, 13.26)  0.12
H (-0.06, -2.35, 12.04)  0.07
H (-0.35, -2.09, 13.76)  0.08
H (0.15, -0.74, 12.72)  0.08
H (-3.60, -0.05, 9.01)  0.08
H (-2.42, -0.59, 7.78)  0.06
H (-1.97, 0.70, 8.92)  0.08
O (-6.16, 1.69, 4.95)  -0.27
S (-5.15, 2.57, 5.46)  0.57
O (-4.40, 2.23, 6.64)  -0.29
O (-5.77, 4.03, 5.63)  -0.26
C (-6.94, 4.17, 6.45)  -0.25
C (-6.64, 4.04, 7.93)  -0.08
C (-4.01, 2.94, 4.17)  -0.11
H (-7.70, 3.45, 6.13)  0.12
H (-7.33, 5.17, 6.23)  0.12
H (-6.30, 3.04, 8.18)  0.07
H (-7.54, 4.25, 8.51)  0.08
H (-5.85, 4.74, 8.22)  0.08
H (-4.56, 3.23, 3.28)  0.08
H (-3.42, 2.04, 3.99)  0.08
H (-3.36, 3.75, 4.51)  0.08
O (2.86, 2.35, -9.70)  -0.27
S (3.62, 3.56, -9.65)  0.56
O (5.02, 3.56, -9.94)  -0.28
O (3.38, 4.26, -8.24)  -0.26
C (3.64, 3.50, -7.04)  -0.24
C (5.13, 3.32, -6.79)  -0.07
C (2.84, 4.78, -10.64)  -0.13
H (3.13, 2.54, -7.09)  0.12
H (3.20, 4.06, -6.22)  0.12
H (5.59, 2.71, -7.57)  0.06
H (5.29, 2.82, -5.84)  0.07
H (5.64, 4.28, -6.79)  0.08
H (1.78, 4.81, -10.41)  0.07
H (2.99, 4.50, -11.68)  0.07
H (3.31, 5.75, -10.45)  0.07



# 4
ORCA calculation (ωB97M-V with the def2-TZVPD basis set) on C3H5Cl in the gas phase at a distorted geometry.

Calculated values
total charge = 0
max |F| = 4.1 eV/Å
orbital gap = 10.62 eV
ΔE to the lowest compared entry with this formula, charge and spin = 59.31 kJ/mol
HOMO = -9.50 eV
SMILES = C/C=C/Cl
calculated total energy = -15713.2314 eV

Each line ends with the natural charge from an NBO analysis.
Positions of all 9 atoms, in Å:
C (-0.02, 0.51, -0.23)  -0.21
C (0.73, -0.22, -1.06)  -0.20
C (-0.83, -0.14, 1.05)  -0.62
Cl (1.92, 0.43, -2.18)  -0.05
H (0.18, 1.52, -0.31)  0.21
H (0.95, -1.31, -1.16)  0.22
H (-1.48, -0.95, 0.65)  0.22
H (-0.12, -0.55, 1.77)  0.22
H (-1.33, 0.70, 1.48)  0.22